No. 1
C52H87BNO20 | ωB97M-V/def2-TZVPD

```
! wB97M-V def2-TZVPD RIJCOSX def2/J DEFGRID3
* xyz 1 1
C 0.62161 -6.33253 1.48418
C 1.87882 -7.07308 1.06302
O 2.96013 -6.15885 0.94896
C 4.03891 -6.59673 0.14562
C 4.29317 -5.57313 -1.02124
C 3.22223 -4.53903 -1.02327
C 3.41237 -3.33358 -0.36508
C 4.70602 -3.02590 0.33279
C 5.89873 -2.79072 -0.61283
C 5.67481 -2.42883 -2.02637
O 6.15847 -1.48709 -1.03636
C 2.35088 -2.44883 -0.32132
C 2.35838 -1.13819 0.41117
O 1.46222 -0.90516 1.17667
O 3.36492 -0.28669 0.15573
C 3.01010 0.73368 -0.83699
C 4.10154 0.82048 -1.87946
C 3.93899 2.08530 -2.74389
C 3.44221 1.76609 -4.15970
O 2.45833 2.70462 -4.61952
C 1.27774 2.56772 -3.95742
C 0.59082 1.22616 -4.03954
O 0.80886 3.46827 -3.32039
C 1.14878 -2.77964 -0.92218
C 0.99443 -3.95594 -1.59948
C -0.33998 -4.24906 -2.22960
C -0.44306 -3.80012 -3.66961
C -0.42345 -4.72431 -4.70325
C -0.51887 -4.33117 -6.02684
C -0.66111 -2.98641 -6.35024
C -0.75925 -2.55569 -7.78441
C -0.71221 -2.06897 -5.30961
C -0.59710 -2.45771 -3.98919
N 2.04655 -4.81427 -1.64879
C 1.93655 -6.08712 -2.39208
B 2.52809 -5.96345 -3.86896
O 1.98424 -6.74501 -4.83668
O 3.53828 -5.05464 -4.10984
H 0.43699 -6.40206 2.55145
H 0.65699 -5.28477 1.18945
H -0.24526 -6.77053 0.98951
H 2.12471 -7.83514 1.80687
H 1.70764 -7.61666 0.13033
H 3.84176 -7.56060 -0.31631
H 4.93002 -6.62591 0.76944
H 5.26660 -5.12549 -0.87564
H 4.33458 -6.12305 -1.95190
H 4.99361 -3.87602 0.94970
H 4.61292 -2.13294 0.94132
H 6.76770 -3.41703 -0.41951
H 6.43879 -2.74296 -2.72458
H 4.70646 -2.07805 -2.34929
H 2.86711 1.66990 -0.30630
H 2.06771 0.41271 -1.28251
H 5.06140 0.79168 -1.37089
H 4.04272 -0.05705 -2.52586
H 4.92045 2.54008 -2.84768
H 3.29284 2.81142 -2.25509
H 4.26893 1.79727 -4.86131
H 3.01397 0.76307 -4.22390
H -0.48169 1.39026 -4.06546
H 0.82283 0.66330 -3.13597
H 0.91381 0.63572 -4.89322
H 0.31035 -2.10588 -0.84517
H -0.62553 -5.29101 -2.11595
H -1.06664 -3.68644 -1.64600
H -0.34474 -5.77833 -4.47688
H -0.48294 -5.09230 -6.79346
H -1.13850 -1.54122 -7.86726
H -1.44254 -3.20694 -8.32696
H 0.20514 -2.63127 -8.28341
H -0.85827 -1.02233 -5.53963
H -0.64942 -1.70969 -3.20851
H 0.90243 -6.39614 -2.47638
H 2.47314 -6.87428 -1.87493
H 2.50504 -6.77866 -5.64523
H 4.24976 -5.38935 -4.66349
O -2.79944 1.08844 -3.01666
C -3.21543 2.22163 -3.06235
O -4.30405 2.48283 -3.79605
C -4.99076 3.74202 -3.74751
C -4.40404 4.74683 -4.71512
C -2.48490 3.35680 -2.38736
H -5.02111 4.12234 -2.72672
H -6.01557 3.50580 -4.02726
H -3.37463 4.99757 -4.45955
H -4.99194 5.66432 -4.70688
H -4.40520 4.34003 -5.72622
H -1.75138 3.76092 -3.08482
H -1.95752 2.95675 -1.52575
H -3.13018 4.15444 -2.02926
O -2.83568 3.78899 2.32048
C -2.94055 2.60735 2.13381
O -3.33613 2.18258 0.91938
C -3.27644 0.80859 0.51678
C -4.53042 0.04833 0.89389
C -2.70574 1.59926 3.23422
H -2.37395 0.33157 0.90231
H -3.17565 0.84007 -0.56619
H -4.66331 -0.00080 1.97505
H -4.48620 -0.96968 0.50669
H -5.40739 0.54320 0.47739
H -3.64821 1.41895 3.75045
H -1.99984 2.03044 3.93898
H -2.29902 0.65209 2.88929
O -3.17328 7.17639 8.36512
C -3.60101 6.97303 7.26089
O -3.06300 5.96643 6.54164
C -3.61779 5.50068 5.30477
C -3.09552 6.28229 4.12324
C -4.65589 7.83619 6.61535
H -4.70834 5.49592 5.34334
H -3.29783 4.46209 5.22901
H -3.39412 7.33043 4.17733
H -3.46490 5.86797 3.19085
H -2.00535 6.25169 4.10808
H -4.16673 8.64818 6.07770
H -5.26414 8.26383 7.40789
H -5.32345 7.30245 5.94506
O -7.26588 7.54944 5.25987
C -8.20003 7.56544 6.01725
O -9.39003 7.97790 5.54732
C -10.61031 7.85997 6.28838
C -10.84420 9.04969 7.19483
C -8.06712 7.22386 7.48366
H -10.64028 6.91596 6.83313
H -11.38834 7.80983 5.52897
H -10.07604 9.12715 7.96420
H -11.81332 8.96492 7.68632
H -10.82551 9.97209 6.61519
H -7.83359 8.13269 8.03700
H -7.24333 6.52508 7.60159
H -8.95538 6.76500 7.90919
O 3.92666 -8.78786 -2.00003
C 4.87215 -9.45098 -2.36390
O 5.25649 -10.46596 -1.59848
C 6.23043 -11.44491 -2.00741
C 7.64225 -11.00592 -1.68856
C 5.65977 -9.10203 -3.60285
H 6.09996 -11.69463 -3.06013
H 5.97467 -12.33546 -1.43849
H 7.92306 -10.10966 -2.24276
H 8.34626 -11.79761 -1.94138
H 7.73619 -10.78177 -0.62648
H 6.46638 -8.42309 -3.32597
H 4.99165 -8.59525 -4.29549
H 6.07905 -9.96285 -4.11592
O 4.52703 5.08355 3.74131
C 3.58177 5.78727 3.96871
O 3.47315 6.35734 5.18369
C 2.49353 7.36130 5.47814
C 1.17464 6.75509 5.90497
C 2.47192 5.98268 2.95877
H 2.37759 8.04261 4.63465
H 2.92191 7.94290 6.29226
H 0.72814 6.16076 5.10729
H 0.46786 7.53606 6.18526
H 1.32058 6.09490 6.75921
H 1.71656 5.21338 3.11512
H 2.89799 5.85808 1.96699
H 1.99873 6.96006 2.99989
*
```

## Properties
* HOMO-LUMO gap: 0.272 Eh
* HOMO level: -10.61 eV


No. 2
C18H30B2K2O11S3Sn | ωB97M-V/def2-TZVPD

```
! wB97M-V def2-TZVPD RIJCOSX def2/J DEFGRID3
* xyz -2 1
Sn -16.19743 4.61765 13.33116
K -12.90528 5.57930 12.09439
K -12.23455 3.52261 14.44342
B -14.02028 3.84976 12.91255
H -12.99033 3.56460 12.76383
H -14.29062 4.64063 12.23014
H -14.68845 3.01633 12.76031
H -14.05578 4.19975 13.93260
B -11.27279 5.33640 13.27249
H -11.01594 6.32906 12.93649
H -10.55238 4.98590 13.99526
H -12.18973 5.47215 13.82479
H -11.38201 4.69522 12.41156
C -15.84426 8.27961 14.96693
C -15.83884 7.09717 14.14926
C -14.59112 6.75945 13.30725
O -14.63323 5.88380 12.46264
C -13.35268 7.51569 13.70610
C -13.39562 8.57503 14.61353
C -14.67882 9.08558 15.18196
O -14.79625 10.22929 15.72436
O -12.27811 9.18550 14.77513
O -16.74957 6.25662 14.06682
H -16.81320 8.67702 15.23076
H -12.47440 7.36629 13.09561
C -14.99008 7.06041 17.27212
C -13.71775 6.76078 16.60953
C -13.54468 5.39633 15.72870
O -12.42213 5.05862 15.34616
C -14.84697 4.71369 15.28442
C -15.96872 5.11498 15.87775
C -16.02169 6.31461 16.87099
O -17.12845 6.65251 17.45632
O -17.02763 4.36896 15.45989
O -12.76754 7.53054 16.68950
H -15.08913 7.87520 17.97405
H -14.84052 3.87393 14.60534
C -18.24893 2.61853 12.30271
S -17.23473 1.61834 13.46611
O -15.99653 2.48310 13.35993
C -17.91009 2.26897 15.00927
H -17.83042 2.93515 11.34736
H -18.34772 3.59257 12.78187
H -19.19487 2.16544 12.00603
H -18.91351 1.84837 15.07512
H -17.82676 3.35470 15.05761
H -17.47832 1.86433 15.92467
C -13.04215 3.30677 9.18843
S -12.52487 3.35992 11.00069
O -12.25591 1.90702 11.31938
C -10.88005 4.16785 10.57218
H -12.28621 2.93629 8.49606
H -13.50400 4.13466 8.65048
H -13.85493 2.58051 9.19375
H -10.50385 4.24999 11.59191
H -10.94560 5.14456 10.09276
H -10.18186 3.47542 10.10191
C -14.69263 2.20159 14.71522
S -15.19343 0.41732 14.95291
O -13.90804 -0.43832 14.87384
C -15.68821 0.81053 16.69723
H -15.60997 2.79028 14.71124
H -14.04642 2.21211 13.83749
H -13.93648 2.54387 15.42175
H -15.67212 -0.10399 17.29011
H -16.65741 1.24516 16.94186
H -14.90681 1.45806 17.09499
*
```

## Properties
* HOMO-LUMO gap: 0.167 Eh
* HOMO level: -1.08 eV


No. 3
C18H35FN2NbO9P2 | ωB97M-V/def2-TZVPD

```
! wB97M-V def2-TZVPD RIJCOSX def2/J DEFGRID3
* xyz -1 1
C 3.12355 -0.27693 1.12038
C 1.78730 -0.42910 1.78555
O 1.31834 -1.51515 2.05517
O 1.21658 0.73562 2.08961
C -0.21350 0.84472 1.78843
Nb -0.77850 1.95020 -0.11490
F -1.27411 3.63493 0.82845
C -0.30238 -0.04419 -1.14362
C -1.32428 -0.51834 -2.10455
O -1.09142 -0.84497 -3.26157
C -1.55534 2.84358 -2.05718
C -0.62185 3.00756 -3.24786
O 0.07159 1.82095 -3.58118
C 1.25539 2.81437 -0.48591
O 2.08424 3.15702 0.64854
C 1.76948 4.32213 1.25712
C 1.48048 4.16125 2.71328
O 1.73509 5.38894 0.68615
P -3.25541 1.20438 0.32735
P -3.51419 -0.05937 2.04783
O -3.05709 0.41033 3.35448
O -2.87549 -1.46721 1.62674
O -5.10518 -0.40663 2.11063
H 3.49808 -1.23788 0.80649
H 3.80066 0.09783 1.88633
H 3.10868 0.47072 0.33952
H -0.60601 -0.16373 1.74058
H -0.67826 1.36861 2.61615
H 0.62065 0.07409 -1.69871
H -0.20174 -0.80515 -0.37344
H -2.36574 -0.61208 -1.75285
H -2.39651 2.23906 -2.39996
H -1.98248 3.81405 -1.80843
H 0.08673 3.82645 -3.13650
H -1.21051 3.27053 -4.12531
H 0.93828 1.82311 -3.17702
H 1.85270 2.17256 -1.13054
H 1.10085 3.73506 -1.05367
H 1.38229 5.12646 3.18332
H 0.56308 3.59568 2.82612
H 2.25183 3.56073 3.18156
H -3.96065 2.37616 0.67017
H -3.26562 -1.71546 0.78103
H -5.57415 0.26595 1.61078
C 2.35197 -2.74818 -6.42585
C 1.18742 -2.07414 -5.70689
C 1.39347 -0.57018 -5.50778
C 2.57806 -0.30421 -4.69368
N 3.50439 -0.09534 -4.05164
H 3.27501 -2.66717 -5.85000
H 2.14970 -3.80983 -6.57233
H 2.52213 -2.29932 -7.40698
H 1.03644 -2.54704 -4.73601
H 0.27178 -2.22412 -6.28047
H 0.53049 -0.13337 -5.00054
H 1.51369 -0.06741 -6.46899
C -1.84741 -2.77106 4.76879
C -0.36308 -3.10708 4.85831
C -0.09485 -4.60686 5.02991
C -0.69396 -5.12727 6.26075
N -1.16020 -5.53452 7.22485
H -2.37459 -3.04196 5.68609
H -1.98852 -1.70223 4.61089
H -2.31838 -3.29525 3.93514
H 0.08259 -2.56080 5.69209
H 0.13674 -2.76668 3.95027
H 0.97753 -4.79921 5.06867
H -0.50580 -5.16367 4.18683
*
```

## Properties
* HOMO-LUMO gap: 0.234 Eh
* HOMO level: -5.51 eV